Here is a 15-piece molecular cluster, C46H79FN15O6P overall at a distorted geometry from the Open Molecules 2025 dataset. Energies are from the ωB97M-V functional and the def2-TZVPD basis.

Each line ends with the Mulliken charge.
Cartesian coordinates (Å):
C (12.114241, 0.359233, 0.034271)  -0.65
C (11.775107, 0.791397, -1.478241)  0.59
O (12.697108, 0.730446, -2.333622)  -0.55
O (10.497218, 1.271419, -1.846121)  -0.29
C (9.541513, 0.176380, -2.004359)  -0.34
C (8.049804, 0.608709, -1.613245)  -0.30
C (7.164965, 1.077130, -2.872572)  -0.65
C (5.610607, 0.892528, -2.458751)  -0.02
C (4.829774, 2.294023, -2.390350)  -0.76
C (3.302761, 2.062143, -2.899359)  -0.39
C (2.530499, 3.467830, -2.649625)  -0.50
C (0.986405, 3.298043, -2.299781)  -0.54
O (0.246979, 2.553470, -3.306120)  -0.36
P (-1.298959, 2.116773, -2.710734)  1.30
O (-1.070047, 1.183690, -1.514510)  -0.68
O (-2.294720, 1.480015, -3.918701)  -0.44
C (-2.272190, 0.022282, -3.937061)  -0.55
C (-3.635462, -0.624101, -3.358295)  -0.43
C (-3.364646, -1.899430, -2.400360)  -0.59
C (-3.399029, -1.497843, -0.852594)  0.32
C (-2.986016, -2.672325, 0.168810)  -0.84
N (-2.764337, -4.005311, -0.449571)  -0.53
O (-2.124854, 3.495613, -2.094982)  -0.41
C (-3.490510, 3.104685, -1.750905)  0.12
C (-3.821511, 3.686645, -0.292310)  0.25
C (-5.224001, 3.125385, 0.218478)  -0.37
F (-2.781887, 3.399160, 0.662759)  -0.37
H (11.337211, -0.409965, 0.365471)  0.17
H (12.035255, 1.256108, 0.729704)  0.26
H (13.145150, -0.114458, 0.071080)  0.26
H (9.883546, -0.681628, -1.316093)  0.27
H (9.613297, -0.222467, -3.081336)  0.21
H (7.995920, 1.443867, -0.843779)  0.24
H (7.537889, -0.318012, -1.168569)  -0.02
H (7.434971, 0.454252, -3.800299)  0.36
H (7.352438, 2.171321, -3.156340)  0.32
H (5.545239, 0.429422, -1.411003)  0.33
H (5.061638, 0.195955, -3.194914)  -0.09
H (5.322769, 3.058329, -3.083380)  0.21
H (4.860342, 2.751327, -1.340848)  0.31
H (2.817601, 1.209412, -2.294216)  0.23
H (3.372545, 1.841697, -4.012671)  0.27
H (3.138589, 4.013945, -1.857400)  0.19
H (2.634072, 4.059811, -3.621585)  0.25
H (0.525745, 4.355623, -2.243365)  0.26
H (0.866145, 2.875905, -1.233274)  0.35
H (-2.240800, -0.283225, -5.048512)  0.34
H (-1.349485, -0.440801, -3.460879)  0.34
H (-4.261742, -1.009125, -4.245625)  0.38
H (-4.301494, 0.168555, -2.852520)  0.20
H (-4.266814, -2.598405, -2.576101)  0.27
H (-2.409515, -2.456601, -2.667015)  0.20
H (-2.646594, -0.646790, -0.711365)  -0.05
H (-4.430752, -1.102181, -0.572351)  0.21
H (-2.033504, -2.335677, 0.712428)  0.32
H (-3.814579, -2.743404, 0.955786)  0.25
H (-1.839430, -4.102354, -0.877177)  0.24
H (-3.524964, -4.290969, -1.072845)  0.26
H (-3.663468, 1.976279, -1.762424)  -0.25
H (-4.199255, 3.590377, -2.510662)  0.31
H (-3.936099, 4.822958, -0.418410)  0.13
H (-5.180991, 2.025770, 0.511985)  0.28
H (-6.004614, 3.244058, -0.618340)  0.04
H (-5.579369, 3.772633, 1.091577)  -0.08
C (-7.349643, 6.416771, -0.685035)  -0.85
C (-7.548699, 5.035593, -1.225802)  0.52
N (-7.706778, 3.948940, -1.650210)  -0.59
H (-7.157588, 7.111016, -1.504024)  0.34
H (-8.244203, 6.736667, -0.149543)  0.31
H (-6.500005, 6.427420, 0.000502)  0.30
C (2.906723, -2.398279, -3.567982)  -0.69
C (4.062751, -2.550764, -2.629175)  0.44
N (4.978328, -2.679186, -1.880567)  -0.44
H (3.112720, -2.928728, -4.498743)  0.31
H (2.004287, -2.810750, -3.114425)  0.26
H (2.744597, -1.341563, -3.787519)  0.17
C (-5.804166, -5.618086, 1.886202)  -0.68
C (-5.786035, -4.297907, 1.181230)  0.49
N (-5.769827, -3.260764, 0.626157)  -0.47
H (-4.843513, -5.791732, 2.373255)  0.27
H (-6.592544, -5.625544, 2.640581)  0.11
H (-5.989995, -6.418896, 1.169318)  0.27
C (7.579265, -2.990700, 0.862780)  -0.88
C (8.174339, -1.668484, 1.250460)  0.53
N (8.650201, -0.619960, 1.570271)  -0.50
H (7.942525, -3.770727, 1.533564)  0.37
H (6.491413, -2.941892, 0.929205)  0.27
H (7.862050, -3.240040, -0.160962)  0.27
C (6.869480, 0.456740, 4.355990)  -0.43
C (6.887163, -0.063089, 5.760302)  0.27
N (6.900874, -0.471651, 6.862836)  -0.38
H (5.892472, 0.275806, 3.905465)  0.25
H (7.068594, 1.529357, 4.354673)  0.27
H (7.634224, -0.048061, 3.762979)  0.02
C (-6.390830, 3.061800, 4.471957)  -0.68
C (-6.362030, 4.380161, 3.762320)  0.25
N (-6.339216, 5.415243, 3.203759)  -0.43
H (-5.434663, 2.884105, 4.965492)  0.30
H (-7.183557, 3.061598, 5.221109)  0.24
H (-6.576611, 2.259391, 3.756688)  0.32
C (-9.584060, -4.853956, 4.738503)  -0.92
C (-8.939264, -6.193194, 4.551585)  0.42
N (-8.433317, -7.245706, 4.405599)  -0.47
H (-9.944042, -4.479302, 3.781923)  0.27
H (-10.424989, -4.940228, 5.425930)  0.35
H (-8.860047, -4.147573, 5.148136)  0.35
C (15.747637, 1.209014, -1.660527)  -0.22
C (16.901837, 1.046244, -0.719890)  0.37
N (17.808060, 0.918228, 0.019415)  -0.49
H (15.953696, 0.685595, -2.595015)  0.27
H (14.843093, 0.795813, -1.214140)  -0.21
H (15.588115, 2.266986, -1.872628)  0.29
C (-13.213922, -6.032109, 3.262762)  -0.71
C (-12.613191, -4.721766, 3.668671)  0.30
N (-12.139682, -3.693191, 3.987587)  -0.49
H (-12.865417, -6.824238, 3.927321)  0.25
H (-14.301944, -5.972926, 3.317519)  0.34
H (-12.922215, -6.272602, 2.239716)  0.31
C (-10.740654, 4.655697, -3.596795)  -0.73
C (-10.155788, 5.972643, -3.193326)  0.37
N (-9.693444, 7.005882, -2.876230)  -0.43
H (-10.390594, 3.873354, -2.921483)  0.26
H (-11.829717, 4.704780, -3.552941)  0.29
H (-10.435246, 4.411024, -4.614990)  0.25
C (-14.705769, -9.994394, 3.258127)  -0.74
C (-14.111856, -9.222242, 2.120733)  0.39
N (-13.644676, -8.621876, 1.214535)  -0.44
H (-15.793960, -9.925539, 3.224600)  0.27
H (-14.412473, -11.042718, 3.187324)  0.29
H (-14.351694, -9.588556, 4.206873)  0.26
C (19.005146, -1.903448, -0.612965)  -0.62
C (19.295363, -3.326431, -0.245549)  0.25
N (19.523197, -4.443539, 0.042888)  -0.39
H (18.333565, -1.871773, -1.471945)  0.23
H (18.533658, -1.391956, 0.226050)  0.25
H (19.932873, -1.389205, -0.867010)  0.27
C (3.509025, 7.195744, -2.605540)  -0.80
C (4.593130, 6.378930, -1.973718)  0.45
N (5.444993, 5.735701, -1.475993)  -0.44
H (2.600461, 7.133891, -2.004707)  0.26
H (3.822026, 8.238682, -2.672453)  0.34
H (3.299526, 6.821173, -3.608503)  0.25
C (-7.685996, 0.954049, 8.327004)  -0.75
C (-6.662567, 0.661008, 7.273818)  0.38
N (-5.858762, 0.431003, 6.446813)  -0.42
H (-7.867856, 2.028490, 8.378475)  0.27
H (-8.620760, 0.445268, 8.087127)  0.26
H (-7.329358, 0.605921, 9.297315)  0.29

Atomic forces in eV per Å
C -1.1287 -0.0166 -0.6391
C 2.7941 -0.2133 -1.7997
O -3.4441 0.3976 2.8305
O 1.3597 -1.2704 0.7987
C -0.4738 -0.8783 0.5660
C -0.0197 -0.1602 -0.9734
C -0.2656 -0.4295 0.3777
C 0.0676 0.7013 -0.0251
C -0.4956 -0.7295 -0.6541
C 0.8309 1.2657 1.0267
C -0.0501 -1.2338 -1.2316
C 0.7692 2.1289 1.6964
O -2.8772 -0.0593 0.7786
P 0.4809 -0.9998 3.2457
O -0.6989 1.6603 -3.1789
O 2.5171 0.9844 2.0558
C -0.9112 -1.9607 -1.1695
C 0.1295 -0.4077 -0.2024
C -1.4901 0.4059 0.4341
C 0.7793 0.4746 -0.1175
C -0.0119 0.8525 0.2293
N -0.0049 0.3359 0.6756
O 0.9019 -2.6928 -2.2138
C -0.8503 0.2791 1.0325
C -0.9653 -0.0889 -0.5145
C 0.1604 0.3983 -0.3212
F -1.4635 0.4181 -1.5647
H 1.0245 1.1048 -0.2823
H 0.0953 -1.1353 -0.9657
H -1.3849 0.7570 -0.1776
H -0.6374 1.1898 -0.9230
H -0.2293 0.7288 1.5111
H 0.4587 -1.2086 -0.7799
H 0.8085 1.3423 -0.6517
H -0.4692 0.7690 1.4022
H -0.1286 -1.5464 0.5443
H 0.0873 0.4234 -1.6250
H 0.9144 1.0347 1.1076
H -0.6718 -1.0036 0.8813
H -0.1107 -0.7555 -1.4220
H 0.6748 1.2350 -1.0711
H -0.3857 -0.0270 1.4633
H -1.3686 -0.5615 -0.7274
H -0.2287 -0.6000 1.2827
H 0.6498 -1.5264 -0.1317
H 0.1144 0.1497 -1.8316
H 0.1200 0.7423 1.6203
H -1.2339 0.9371 -0.2471
H 1.0341 0.7207 1.2133
H 1.2269 -1.2049 -0.5642
H 1.5520 0.7927 0.1706
H -1.1843 0.8128 0.2066
H -1.0917 -0.9658 -0.2100
H 1.2555 -0.5538 -0.5348
H -1.2455 -0.7330 -0.8415
H 1.6464 0.0856 -1.2500
H -0.7894 0.1373 0.0299
H 0.6393 0.3131 0.2506
H 0.4787 1.4853 0.0842
H 0.9097 -0.6942 1.1697
H 0.5979 -1.5300 0.4942
H 0.1561 1.4514 -0.3186
H 1.4635 -0.3270 1.3601
H 0.5313 -1.0407 -1.0855
C 0.0189 -0.8101 -0.2757
C -0.5109 -1.8198 -0.8888
N 0.2179 3.2261 1.0426
H -0.1151 -0.1491 0.0061
H 0.0629 -0.0958 -0.1002
H -0.0881 -0.1275 -0.0034
C 0.6889 -0.0650 0.5443
C 2.7151 -0.4224 2.2560
N -3.5863 0.5056 -2.9359
H 0.0486 0.0301 0.1169
H 0.1259 0.0368 0.0238
H 0.0625 -0.0626 0.0783
C 0.0372 0.8131 -0.3765
C -0.1127 1.8107 -1.0560
N -0.6229 -3.1153 1.5739
H -0.0566 0.0859 -0.0945
H 0.0576 0.0092 -0.0963
H 0.0096 0.1252 0.0303
C 0.3614 0.8265 0.2580
C 1.5448 3.2968 1.0840
N -1.9942 -4.5038 -1.3985
H 0.0325 0.1478 -0.0110
H 0.1123 0.0817 -0.0656
H -0.0503 0.1105 0.0734
C 0.0573 -0.3480 0.8537
C -0.0033 -0.7177 2.0043
N -0.0356 1.1346 -3.0988
H 0.0705 -0.0050 0.0987
H -0.0112 -0.1127 0.0557
H -0.0801 0.0773 0.0984
C 0.0670 0.8249 -0.4412
C 0.0196 1.9126 -1.0213
N -0.0862 -2.9221 1.5258
H -0.0933 0.0251 -0.0813
H 0.0665 0.0588 -0.0993
H 0.0427 0.1046 0.0396
C 0.7046 -0.9032 -0.0652
C 0.9823 -1.9107 -0.2078
N -1.4255 2.9719 0.3624
H 0.1222 -0.0886 0.1529
H 0.1313 -0.0190 -0.1036
H -0.0019 -0.1270 -0.0300
C 0.7576 -0.1104 0.6611
C 1.6773 -0.1572 1.3178
N -2.5995 0.4146 -2.0851
H -0.0123 0.0264 0.1170
H 0.1224 0.0575 -0.1196
H 0.0414 -0.0986 0.0596
C 0.3984 0.8427 0.1927
C 0.6273 1.9709 0.5736
N -1.6326 -2.8743 -0.9762
H 0.0460 0.1161 -0.0449
H 0.1119 0.0674 -0.0087
H -0.0220 0.0238 0.1110
C 0.3104 0.7442 0.2562
C 0.8386 1.8072 0.5634
N -1.2856 -2.8582 -0.8677
H 0.0737 0.1468 -0.0270
H 0.1110 0.0784 0.0048
H 0.0162 0.0829 0.1045
C 0.3463 0.4607 -0.6780
C 1.1193 1.3797 -2.2548
N -1.6100 -2.0097 3.1636
H 0.1123 0.0293 -0.0528
H 0.0126 0.1257 -0.0449
H 0.0016 -0.0144 -0.1132
C 0.1944 -0.9772 0.3074
C 0.4389 -2.0543 0.4664
N -0.6479 3.1332 -0.8062
H 0.0572 -0.0605 0.0887
H 0.0962 -0.0808 -0.1047
H -0.0803 -0.0718 0.0591
C 0.6463 -0.4818 0.3732
C 1.6951 -1.2437 0.9818
N -2.5435 1.9012 -1.4806
H 0.1155 -0.0399 -0.0173
H 0.0236 -0.1215 0.0377
H 0.0621 -0.0160 0.1079
C 0.6019 -0.1887 -0.6232
C 1.4655 -0.4386 -1.4861
N -2.2966 0.6833 2.3172
H 0.0609 -0.0957 -0.0401
H 0.1217 0.0290 -0.0290
H 0.0211 0.0211 -0.1258

Output
DFT total energy in eV: -95618.3170
HOMO in Ha: -0.3151